Arrangement 1

Molecular formula: C3H12N2OS
Method: DFT, wB97M-V/def2-TZVPD

As for the SMILES: NC[C@@H](N)CS.O. The value obtained for the lowest unoccupied orbital energy is 0.030 Eh.

Geometry (Å):
N  0.85  1.38  -1.07
C  1.48  0.45  -0.14
C  0.71  -0.95  0.20
N  0.58  -0.86  1.70
C  -0.61  -1.11  -0.48
S  -2.12  -1.50  0.61
H  0.12  1.98  -0.76
H  1.45  1.80  -1.75
H  1.71  0.95  0.97
H  2.46  0.06  -0.59
H  1.22  -1.92  -0.19
H  0.85  0.06  2.16
H  0.80  -1.63  2.28
H  -0.65  -1.76  -1.29
H  -0.88  -0.10  -0.88
H  -2.27  -2.55  -0.27
O  -1.86  2.05  0.17
H  -1.54  2.42  -0.75
H  -2.29  1.22  0.11

Arrangement 2

Molecular formula: C3H12N2OS
Method: DFT, wB97M-V/def2-TZVPD

As for the SMILES: NCNCCS.O. The value obtained for the lowest unoccupied orbital energy is 0.024 Eh.

Geometry (Å):
N  -2.00  1.27  -0.47
C  -1.45  0.57  -1.57
N  -0.30  -0.35  -1.30
C  0.84  0.27  -0.53
C  1.99  -0.75  -0.33
S  3.31  -0.18  0.86
H  -1.67  2.23  -0.37
H  -3.03  1.32  -0.47
H  -1.15  1.28  -2.34
H  -2.15  -0.07  -2.03
H  -0.48  -1.29  -0.91
H  0.48  0.78  0.50
H  1.22  1.12  -1.13
H  2.67  -0.99  -1.10
H  1.51  -1.62  0.05
H  3.40  -1.38  1.50
O  -1.18  -0.44  3.42
H  -1.51  -0.75  2.50
H  -0.49  -1.04  3.73

Which of them is the least stable? Correct choice: arrangement 1.

Arrangement 1

Molecular formula: C3H12N2OS
Method: DFT, wB97M-V/def2-TZVPD

As for the SMILES: NCNCCS.O. The value obtained for the lowest unoccupied orbital energy is 0.015 Eh.

Geometry (Å):
N  3.12  1.59  -0.85
C  2.79  0.80  0.36
N  1.61  -0.19  0.28
C  0.28  0.44  0.61
C  -0.79  -0.48  1.28
S  -2.07  0.66  1.86
H  3.95  1.51  -1.39
H  2.40  1.55  -1.53
H  2.44  1.38  1.25
H  3.70  0.17  0.53
H  1.66  -0.57  -0.65
H  -0.19  1.14  -0.14
H  0.46  1.25  1.34
H  -0.60  -1.08  2.25
H  -1.27  -1.16  0.54
H  -2.16  0.86  0.53
O  -5.25  -2.99  -2.19
H  -5.25  -2.27  -2.77
H  -4.84  -2.60  -1.32

Arrangement 2

Molecular formula: C3H12N2OS
Method: DFT, wB97M-V/def2-TZVPD

As for the SMILES: NC[C@H](N)CS.O. The value obtained for the lowest unoccupied orbital energy is 0.026 Eh.

Geometry (Å):
N  1.25  -0.92  0.62
C  -0.21  -0.98  0.68
C  -1.03  0.33  0.59
N  -2.30  0.12  -0.12
C  -0.34  1.56  0.00
S  0.86  2.27  1.22
H  1.62  -1.69  1.16
H  1.62  -0.07  1.02
H  -0.56  -1.51  1.57
H  -0.55  -1.66  -0.11
H  -1.35  0.64  1.58
H  -2.69  -0.80  0.04
H  -2.17  0.14  -1.12
H  -1.09  2.35  0.01
H  0.05  1.41  -1.01
H  1.97  2.10  0.50
O  1.45  -1.29  -2.35
H  1.30  -1.10  -1.42
H  2.17  -0.92  -2.87

Which of them is the least stable? Correct choice: arrangement 1.